DFT (the ωB97M-V functional and the def2-TZVPD basis) results for a cluster of 12 separate species, C48H132N12O12 in total.

Cartesian coordinates (Å):
C -7.563 3.528 1.507
C -6.970 2.581 0.455
C -5.922 1.669 1.069
O -5.234 0.831 0.160
C -4.400 -0.118 0.781
N -8.092 1.883 -0.151
H -6.849 4.227 1.948
H -7.944 2.964 2.363
H -8.410 4.067 1.086
H -6.450 3.200 -0.293
H -6.336 1.087 1.902
H -5.133 2.316 1.484
H -4.015 -0.720 -0.047
H -4.840 -0.836 1.477
H -3.518 0.316 1.263
H -8.708 2.536 -0.621
H -7.770 1.271 -0.901
C -3.275 4.014 -5.886
C -3.328 5.139 -4.855
C -2.048 5.179 -3.990
O -1.813 3.902 -3.437
C -0.522 3.785 -2.879
N -3.509 6.436 -5.487
H -2.911 3.084 -5.445
H -2.595 4.193 -6.726
H -4.239 3.856 -6.373
H -4.197 5.007 -4.208
H -2.167 5.962 -3.234
H -1.251 5.544 -4.649
H -0.337 2.733 -2.644
H -0.490 4.333 -1.935
H 0.269 4.005 -3.601
H -2.790 6.584 -6.192
H -4.368 6.469 -6.024
C 6.923 2.962 3.830
C 6.739 1.469 4.075
C 6.267 0.727 2.797
O 5.339 -0.314 3.049
C 5.924 -1.600 3.205
N 7.976 0.875 4.612
H 7.778 3.222 3.203
H 7.122 3.498 4.762
H 5.992 3.425 3.499
H 5.957 1.340 4.825
H 7.130 0.360 2.223
H 5.831 1.434 2.083
H 6.546 -1.680 4.099
H 6.445 -1.809 2.265
H 5.080 -2.281 3.317
H 7.750 -0.102 4.776
H 8.628 0.828 3.831
C 3.468 -7.298 -0.253
C 4.292 -6.698 0.903
C 4.246 -5.158 1.015
O 4.748 -4.515 -0.120
C 6.141 -4.440 -0.285
N 3.835 -7.262 2.180
H 3.759 -6.862 -1.209
H 2.408 -7.110 -0.082
H 3.673 -8.367 -0.318
H 5.321 -7.051 0.764
H 4.816 -4.926 1.924
H 3.210 -4.862 1.182
H 6.347 -3.915 -1.215
H 6.613 -5.423 -0.230
H 6.559 -3.794 0.501
H 3.717 -8.260 2.103
H 4.408 -6.969 2.956
C 2.365 -0.325 5.225
C 2.881 1.087 5.339
C 2.200 1.993 4.302
O 0.800 1.879 4.287
C 0.127 2.716 3.394
N 2.614 1.644 6.665
H 1.302 -0.462 5.439
H 2.926 -1.081 5.774
H 2.397 -0.668 4.184
H 3.947 1.098 5.114
H 2.566 1.753 3.289
H 2.473 3.045 4.470
H -0.919 2.408 3.416
H 0.431 2.716 2.341
H 0.151 3.773 3.687
H 2.835 2.625 6.734
H 1.655 1.469 6.928
C -5.081 5.911 3.592
C -4.088 6.561 2.630
C -4.108 5.945 1.219
O -3.260 4.819 1.211
C -3.098 4.218 -0.052
N -4.374 7.998 2.523
H -5.131 6.411 4.562
H -4.919 4.851 3.778
H -6.086 6.061 3.188
H -3.063 6.487 3.012
H -3.659 6.690 0.550
H -5.130 5.698 0.915
H -2.150 3.674 -0.032
H -2.965 5.005 -0.802
H -3.860 3.473 -0.299
H -3.775 8.403 1.813
H -4.126 8.438 3.401
C -4.241 -4.149 -1.474
C -3.093 -5.149 -1.514
C -1.675 -4.569 -1.376
O -0.741 -5.547 -1.759
C 0.566 -5.030 -1.923
N -3.335 -6.260 -0.601
H -5.152 -4.733 -1.612
H -4.256 -3.454 -2.315
H -4.268 -3.620 -0.519
H -3.047 -5.461 -2.565
H -1.547 -4.198 -0.348
H -1.630 -3.656 -1.984
H 0.548 -4.076 -2.454
H 1.095 -5.750 -2.550
H 1.149 -4.929 -1.005
H -2.615 -6.962 -0.732
H -3.222 -5.922 0.351
C -5.219 0.780 5.732
C -4.557 -0.139 4.701
C -3.051 -0.097 4.620
O -2.586 -1.150 3.805
C -1.216 -1.005 3.504
N -5.112 -1.485 4.934
H -6.299 0.854 5.616
H -4.849 1.808 5.666
H -4.958 0.440 6.734
H -4.874 0.165 3.693
H -2.524 -0.088 5.583
H -2.812 0.892 4.205
H -0.890 -0.185 2.862
H -0.832 -1.935 3.084
H -0.655 -0.908 4.442
H -4.798 -2.138 4.226
H -6.119 -1.414 4.846
C 3.188 -3.566 -6.147
C 3.111 -3.874 -4.638
C 4.466 -4.215 -4.064
O 4.861 -5.499 -4.533
C 6.075 -5.857 -3.899
N 2.560 -2.672 -4.007
H 3.869 -2.739 -6.342
H 2.194 -3.369 -6.548
H 3.556 -4.450 -6.673
H 2.391 -4.679 -4.450
H 4.369 -4.189 -2.971
H 5.195 -3.449 -4.359
H 6.047 -5.727 -2.818
H 6.923 -5.335 -4.356
H 6.267 -6.913 -4.105
H 1.619 -2.511 -4.346
H 2.498 -2.615 -2.989
C 3.485 2.398 -2.472
C 4.580 1.572 -3.151
C 4.343 0.076 -2.889
O 4.492 -0.363 -1.520
C 5.789 -0.086 -1.025
N 4.488 1.812 -4.583
H 3.403 2.061 -1.431
H 2.510 2.150 -2.889
H 3.757 3.449 -2.410
H 5.593 1.793 -2.821
H 4.972 -0.562 -3.519
H 3.323 -0.192 -3.168
H 6.012 0.978 -0.975
H 6.551 -0.655 -1.571
H 5.833 -0.498 -0.013
H 5.257 1.405 -5.096
H 3.616 1.620 -5.049
C 2.793 -1.271 1.319
C 1.877 -1.801 0.192
C 1.079 -0.681 -0.405
O 0.128 -0.205 0.535
C -0.541 0.963 0.116
N 2.671 -2.417 -0.860
H 2.194 -0.554 1.889
H 3.571 -0.632 0.892
H 3.280 -2.079 1.859
H 1.251 -2.528 0.719
H 0.459 -1.030 -1.242
H 1.758 0.080 -0.812
H 0.228 1.733 -0.009
H -1.279 1.265 0.856
H -1.028 0.738 -0.841
H 3.392 -1.730 -1.146
H 3.267 -3.141 -0.461
C -6.108 2.423 -3.435
C -5.726 0.938 -3.523
C -4.235 0.735 -3.300
O -4.003 -0.679 -3.291
C -2.662 -1.014 -2.983
N -6.486 0.332 -2.384
H -5.544 2.975 -4.199
H -5.821 2.820 -2.463
H -7.133 2.644 -3.726
H -6.091 0.448 -4.426
H -4.035 1.054 -2.268
H -3.577 1.214 -4.028
H -2.541 -0.875 -1.899
H -1.855 -0.414 -3.414
H -2.562 -2.070 -3.217
H -6.375 -0.678 -2.506
H -5.867 0.424 -1.569

Atomic forces in eV per Å
C 0.34 -0.35 0.55
C -0.23 0.57 -0.31
C 0.56 0.54 0.79
O -0.62 -0.29 0.16
C 0.93 -0.50 -0.80
N 0.11 -0.77 -0.28
H 0.09 0.08 -0.37
H -0.13 -0.20 -0.16
H 0.10 0.14 -0.06
H 0.16 0.05 0.01
H -0.19 -0.13 -0.16
H -0.27 0.19 0.35
H 0.06 -0.07 0.01
H -0.61 0.40 0.10
H -0.15 0.32 0.19
H 0.00 0.16 0.22
H 0.04 -0.06 0.11
C 0.20 -0.58 -0.18
C 0.20 -0.24 -0.30
C -0.96 0.37 -0.60
O 0.26 0.22 -0.35
C -0.18 -0.84 0.16
N 0.23 0.64 -0.21
H -0.34 -0.07 0.08
H 0.21 0.48 0.24
H -0.13 -0.08 0.29
H 0.09 -0.23 0.13
H -0.03 -0.12 0.28
H 0.39 -0.41 0.01
H -0.38 -0.05 0.12
H 0.50 0.32 -0.16
H -0.03 0.68 0.13
H 0.14 -0.02 0.16
H -0.16 -0.11 0.26
C -0.10 0.45 0.82
C 0.19 -0.09 -0.59
C 0.00 0.56 -0.21
O 0.21 0.23 0.18
C -0.79 0.53 -0.43
N -0.28 -0.19 -0.21
H -0.22 -0.21 -0.41
H 0.14 -0.37 0.18
H 0.13 -0.14 -0.54
H 0.02 -0.02 0.00
H 0.19 -0.27 0.28
H -0.57 -0.03 0.29
H 0.23 -0.03 -0.16
H 0.36 -0.43 0.31
H 0.13 -0.12 -0.02
H 0.23 -0.01 0.34
H 0.20 0.16 0.17
C 0.37 0.58 0.46
C 0.02 -0.65 0.03
C 0.40 -1.49 0.33
O -0.54 0.34 -0.65
C 0.10 0.45 0.87
N -0.75 0.71 -0.58
H -0.01 0.11 0.03
H -0.07 -0.14 -0.05
H -0.21 -0.07 0.05
H 0.25 0.49 -0.36
H 0.08 0.42 -0.03
H -0.04 0.18 -0.18
H -0.10 -0.34 -0.21
H 0.10 0.05 -0.23
H 0.13 -0.21 0.13
H 0.20 -0.07 0.35
H 0.13 -0.37 0.09
C -0.27 -1.12 -0.82
C -1.39 1.02 0.02
C 0.57 0.18 -1.38
O -0.05 -0.55 0.35
C -0.68 0.59 -0.03
N 0.60 -0.92 0.42
H 0.08 0.45 0.49
H 0.09 0.32 0.33
H 0.33 0.25 -0.06
H 0.02 0.07 0.13
H 0.11 -0.10 0.03
H 0.12 -0.01 0.21
H -0.03 0.00 0.01
H 0.51 -0.54 0.08
H 0.16 0.00 0.28
H -0.13 0.09 -0.06
H -0.05 0.22 -0.01
C -0.43 0.40 -0.08
C 0.30 0.05 0.14
C 0.56 0.33 0.64
O -0.18 -0.48 0.45
C 0.79 0.08 0.05
N -0.41 -0.04 -0.14
H 0.40 0.05 0.00
H 0.17 -0.02 -0.21
H 0.01 -0.20 -0.13
H 0.02 -0.67 -0.05
H -0.34 0.05 -0.29
H -0.03 0.04 -0.15
H 0.00 -0.02 0.13
H -0.39 -0.21 -0.32
H -0.34 0.35 -0.13
H 0.00 0.08 0.05
H -0.12 0.10 -0.02
C 0.01 -0.29 0.13
C 0.84 0.22 -0.94
C -1.09 0.74 0.56
O -0.03 0.40 0.24
C 0.17 -0.44 -0.54
N -0.02 -0.02 -0.25
H -0.09 0.03 0.37
H 0.41 0.21 0.17
H -0.19 0.14 -0.06
H -0.36 -0.83 0.19
H 0.36 -0.27 0.21
H 0.34 -0.14 -0.36
H 0.03 0.11 0.12
H 0.04 0.02 0.00
H -0.32 0.16 0.24
H 0.00 0.01 -0.02
H -0.09 -0.01 0.03
C 1.09 0.54 0.00
C -1.42 -0.45 -0.58
C 0.24 0.52 0.51
O -0.08 0.49 -0.55
C 0.92 -0.74 0.92
N 0.41 -0.04 0.22
H -0.03 -0.34 -0.05
H 0.08 -0.02 -0.18
H -0.24 -0.15 0.04
H -0.04 0.35 0.04
H -0.21 -0.43 0.23
H 0.13 -0.05 -0.33
H -0.62 0.20 -0.14
H -0.37 -0.03 -0.32
H -0.01 0.24 0.07
H 0.13 0.07 0.02
H -0.02 -0.11 0.06
C 0.01 -1.08 0.33
C -0.84 0.88 -0.46
C -0.58 0.00 -0.06
O 0.23 0.45 0.81
C 0.21 -0.79 -0.83
N 0.13 0.91 0.11
H -0.12 0.14 0.08
H 0.02 0.26 0.02
H 0.08 0.04 -0.03
H 0.46 -0.54 -0.23
H 0.21 -0.23 0.10
H 0.07 0.01 -0.03
H -0.04 0.20 0.08
H -0.02 0.35 0.29
H -0.23 -0.01 0.04
H 0.07 0.01 -0.16
H 0.24 -0.68 -0.06
C 0.90 -0.71 1.34
C -1.26 -0.89 -0.59
C -0.25 -0.47 0.39
O 0.50 1.08 -0.64
C -0.09 -0.93 0.66
N 1.03 0.60 -0.25
H 0.07 0.03 0.04
H 0.03 0.46 -0.41
H -0.42 0.14 -0.49
H -0.07 0.55 -0.05
H 0.27 0.21 -0.07
H -0.08 0.07 0.04
H 0.08 0.01 -0.10
H 0.06 0.34 -0.37
H -0.18 0.20 0.09
H -0.12 -0.07 -0.08
H -0.18 -0.25 0.36
C -0.47 1.10 -0.95
C 1.33 -0.10 1.13
C -1.45 -0.23 -0.43
O 0.36 0.15 0.85
C 0.77 -0.57 -0.45
N 0.49 -0.10 -0.39
H 0.14 -0.53 0.75
H 0.15 -0.19 -0.15
H -0.26 0.09 0.35
H -0.43 -0.10 -0.66
H 0.42 -0.28 -0.33
H -0.02 0.32 0.33
H -0.34 0.40 -0.17
H 0.05 -0.10 0.08
H -0.17 0.41 -0.07
H -0.68 -0.30 0.17
H -0.31 -0.17 -0.06
C 1.08 0.13 -1.68
C -1.12 0.63 1.44
C -0.34 -1.05 0.43
O 0.53 0.38 -0.96
C -0.62 -0.09 1.13
N 1.11 -1.29 -0.39
H 0.25 0.09 0.20
H -0.29 0.04 0.10
H -0.24 -0.38 0.59
H 0.23 0.22 -0.23
H 0.30 0.63 -0.17
H -0.05 0.20 0.02
H 0.20 -0.24 0.12
H -0.35 0.10 -0.67
H 0.29 0.04 -0.09
H -0.52 0.03 -0.15
H -0.50 0.49 0.00

Summary:
E_HOMO (eV): -8.72
Kohn-Sham gap (eV): 8.974
E_LUMO (eV): 0.2
Multiplicity: 1
Structure (SMILES): COC[C@H](C)N.COC[C@H](C)N.COC[C@H](C)N.COC[C@H](C)N.COC[C@H](C)N.COC[C@H](C)N.COC[C@H](C)N.COC[C@H](C)N.COC[C@H](C)N.COC[C@H](C)N.COC[C@H](C)N.COC[C@H](C)N
ΔE to the lowest compared entry with this formula, charge and spin (kcal/mol): 52.6